# 1
Formula: C9H9N3O2
Source: OMol25
Level of theory: ωB97M-V with the def2-TZVPD basis set

Output
- SMILES string: O=c1cc[nH]c(=O)[nH]1.c1ccncc1
- HOMO level: -0.3312 Ha
- Maximum force: 0.1296 hartree/bohr
- DFT total energy: -18042.05666 eV

Geometry as ORCA input:
```
! wB97M-V def2-TZVPD RIJCOSX def2/J DEFGRID3
* xyz 0 1
H -0.9913 -0.4647 0.6404
N -0.2535 -0.1159 -1.7496
H -2.6323 0.7256 -3.8447
C 1.8758 -2.1017 1.4436
C -1.2437 2.0298 -1.1893
C 0.3027 -0.0266 2.4454
H 0.1823 0.9146 0.1145
H -2.7083 2.6783 -2.7725
C -0.4815 0.9100 -0.8716
H -0.2113 0.8593 2.9471
N 2.5137 -1.0967 2.2579
C -2.0388 1.9927 -2.3041
N 0.7540 -1.6518 0.6469
C 1.8726 -0.1219 2.8817
C -1.9592 0.8030 -3.0503
H 0.4361 -2.1174 -0.1504
C -0.9902 -0.0715 -2.8518
O 2.4767 -3.1357 1.3785
C -0.0944 -0.7016 1.2870
O 2.2486 0.7323 3.6088
H -0.9734 -1.0287 -3.4223
H -1.2663 2.7167 -0.3079
H 3.1816 -1.7282 2.8628
*
```

Results of the natural (NBO) charge analysis, in e, for atoms 1 through 5:
1. H 0.24
2. N -0.44
3. H 0.21
4. C 0.81
5. C -0.27

***

# 2
Formula: C9H9N3O2
Source: OMol25
Level of theory: ωB97M-V with the def2-TZVPD basis set

Output
- SMILES string: O=c1cc[nH]c(=O)[nH]1.c1ccncc1
- HOMO level: -0.3358 Ha
- Maximum force: 0.1237 hartree/bohr
- DFT total energy: -18043.33431 eV

Geometry as ORCA input:
```
! wB97M-V def2-TZVPD RIJCOSX def2/J DEFGRID3
* xyz 0 1
O 0.8590 -0.2633 -0.7685
H 2.7339 -1.9713 -0.4621
N -2.5205 0.1310 -0.8069
C -4.6768 -0.5974 0.6662
C 2.5461 1.3198 -0.2169
C -3.2730 1.0396 -0.1383
H -1.9776 -1.6586 -0.9186
C 3.8244 1.5014 0.0459
H 1.8176 2.1328 -0.3009
H -5.4607 -0.9099 1.2208
H 5.6858 0.5619 0.4214
H -2.8761 2.0394 -0.0081
C -4.3625 0.7858 0.5847
C -2.7973 -1.1024 -0.5766
H -4.2508 -2.4611 -0.2772
H -4.7464 1.6776 1.1169
N 4.6790 0.4158 0.2363
N 2.9997 -1.0053 -0.2338
C -3.8634 -1.4725 0.0517
C 2.0122 0.0102 -0.4264
O 5.0411 -1.7882 0.4691
C 4.2969 -0.8696 0.1874
H 4.3095 2.4843 0.1341
*
```

Results of the natural (NBO) charge analysis, in e, for atoms 1 through 5:
1. O -0.57
2. H 0.43
3. N -0.39
4. C -0.15
5. C -0.39

***

# 3
Formula: C9H9N3O2
Source: OMol25
Level of theory: ωB97M-V with the def2-TZVPD basis set

Output
- SMILES string: O=c1cc[nH]c(=O)[nH]1.c1ccncc1
- HOMO level: -0.3242 Ha
- Maximum force: 0.1200 hartree/bohr
- DFT total energy: -18041.51017 eV

Geometry as ORCA input:
```
! wB97M-V def2-TZVPD RIJCOSX def2/J DEFGRID3
* xyz 0 1
H -5.3769 0.2674 0.1803
C 2.5773 1.5299 0.0541
C -3.2571 1.0594 0.0446
N 3.1254 -1.1623 0.3640
C 1.5995 0.7507 0.7683
C -4.3105 0.1918 -0.0913
C -4.0244 -1.1459 -0.5292
O 4.6493 -1.0070 -1.4117
H 2.9120 2.7163 0.0536
C 3.8233 -0.4976 -0.5698
H -3.5002 2.0498 0.5376
H 3.0585 -2.2454 0.2040
C -1.9978 0.6402 -0.1279
O 1.3424 -1.6495 1.6524
N 3.7436 0.8770 -0.4153
H -4.7498 -1.8128 -0.9170
H -0.7643 -1.3025 -0.3259
H -1.3715 1.2888 0.2114
N -2.7930 -1.4822 -0.6390
H 4.1919 1.3000 -1.1776
C -1.6705 -0.7511 -0.3873
H 0.8726 1.1683 1.5728
C 1.9203 -0.7832 0.9488
*
```

Results of the natural (NBO) charge analysis, in e, for atoms 1 through 5:
1. H 0.22
2. C 0.05
3. C -0.21
4. N -0.64
5. C -0.41

***

# 4
Formula: C9H9NO2
Source: OMol25
Level of theory: ωB97M-V with the def2-TZVPD basis set

Output
- SMILES string: O=C1NCCc2ccc(O)cc21
- HOMO level: -0.3145 Ha
- Maximum force: 0.0977 hartree/bohr
- DFT total energy: -15063.01985 eV

Geometry as ORCA input:
```
! wB97M-V def2-TZVPD RIJCOSX def2/J DEFGRID3
* xyz 0 1
C 1.9416 -1.0390 -0.3863
O 2.7712 -2.0798 -0.6843
H 3.7041 -1.7969 -0.7536
O -1.9842 -1.3049 -1.1902
C 0.2619 0.9047 0.5488
H -3.5800 0.2306 -0.1519
C 0.5769 -1.3059 -0.6683
H -0.4387 2.4569 1.8549
C -2.2192 1.6392 1.0028
C 2.4565 0.0389 0.2785
H 2.1074 2.0548 0.9950
C -0.6509 1.9722 0.8180
H -0.6202 2.6876 -0.0386
H -2.7925 2.5412 0.9981
H 3.4551 0.1053 0.4402
C -1.6475 -0.3580 -0.4336
H 0.1428 -1.9985 -1.4577
N -2.6059 0.5072 0.0651
H -2.4335 1.1305 1.9729
C 1.6240 1.1037 0.7374
C -0.2765 -0.2698 -0.1171
*
```

Results of the natural (NBO) charge analysis, in e, for atoms 1 through 5:
1. C 0.28
2. O -0.68
3. H 0.48
4. O -0.64
5. C -0.05

***

# 5
Formula: C9H9NO2
Source: OMol25
Level of theory: ωB97M-V with the def2-TZVPD basis set

Output
- HOMO level (spin up / spin down): -0.1495 / -0.3147 Ha
- Maximum force: 0.1200 hartree/bohr
- DFT total energy: -15054.72699 eV

Geometry as ORCA input:
```
! wB97M-V def2-TZVPD RIJCOSX def2/J DEFGRID3
* xyz 0 3
H 2.3264 1.4690 -1.8321
H -3.2729 -1.5842 -0.4064
H 0.4863 -0.4962 -1.8729
C -1.4668 -0.9931 -1.2753
C -0.2187 0.7841 -0.1941
H 0.7200 2.3615 0.4486
H -1.5554 -1.8060 -2.0054
C 2.7539 -1.2278 0.6369
H -3.2185 0.3448 1.2690
N 0.7805 1.7296 -0.2845
H -1.0567 1.5581 1.4343
C 2.0284 1.3298 -0.7783
H 3.3576 -1.7006 1.4055
O 3.2354 1.3958 0.0422
C -0.2928 -0.2045 -1.1659
C -2.5409 -0.7430 -0.4050
C 2.9555 0.0526 0.0681
H 1.9048 -1.7580 0.5309
C -1.3052 1.0227 0.6177
C -2.4243 0.2199 0.6110
O 3.5252 -1.0385 -0.5835
*
```

Results of the natural (NBO) charge analysis, in e, for atoms 1 through 5:
1. H 0.20
2. H 0.21
3. H 0.22
4. C -0.38
5. C 0.32

***

# 6
Formula: C9H9NO2S
Source: OMol25
Level of theory: ωB97M-V with the def2-TZVPD basis set

Output
- SMILES string: Oc1ccc(CCN=C=S)cc1O
- HOMO level: -0.3061 Ha
- Maximum force: 0.1119 hartree/bohr
- DFT total energy: -25896.58861 eV

Geometry as ORCA input:
```
! wB97M-V def2-TZVPD RIJCOSX def2/J DEFGRID3
* xyz 0 1
C -2.8952 -0.9304 -0.4521
C 1.0767 0.7073 -0.2210
H 1.0100 1.7095 -0.6411
H -0.3583 2.4683 0.5244
H -2.9010 2.3842 -0.2839
C 1.9021 -1.5048 0.0342
H 3.5744 -1.8095 -0.5894
O 3.2918 0.2471 -1.1378
C -2.1922 1.5482 -0.5427
H 2.7689 1.1142 -1.6960
H -1.8007 1.6505 -1.5149
C -0.0948 0.4264 0.5395
C 0.8250 -1.7913 0.8942
H -1.8092 1.5946 1.5702
H 0.5967 -2.6423 1.6218
O 2.8759 -2.4308 -0.2274
C -0.1088 -0.8108 1.2062
N -2.9288 0.2474 -0.4910
C 2.1025 -0.1500 -0.5231
C -1.1317 1.5513 0.6289
S -2.9256 -2.5628 -0.6245
H -0.8777 -1.0166 1.9258
*
```

Results of the natural (NBO) charge analysis, in e, for atoms 1 through 5:
1. C 0.30
2. C -0.29
3. H 0.19
4. H 0.22
5. H 0.22

***

# 7
Formula: C9H9NO3
Source: OMol25
Level of theory: ωB97M-V with the def2-TZVPD basis set

Output
- SMILES string: C=Cc1ccccc1C(=O)N(O)O
- HOMO level: -0.3406 Ha
- Maximum force: 0.0863 hartree/bohr
- DFT total energy: -17106.26876 eV

Geometry as ORCA input:
```
! wB97M-V def2-TZVPD RIJCOSX def2/J DEFGRID3
* xyz 0 1
H -2.6921 0.2202 2.9320
C -0.5812 0.0735 -0.3316
C -2.6289 -0.1995 0.7737
H 0.9889 -2.7851 -1.5834
H 3.2363 1.3360 0.8798
H 1.9500 2.4760 0.0856
H 1.1814 -0.4389 -3.5669
C 2.1417 1.4987 0.5808
N 1.0590 -0.8943 -1.7579
C -1.9551 -0.2507 -0.4275
C 1.4299 0.5292 1.1387
H -0.1959 0.6633 3.0394
H -3.7226 -0.5236 0.8493
C -0.0485 0.3162 0.8665
C 0.2914 0.1452 -1.5415
H 1.6908 -0.3905 1.7005
C -2.0930 0.2026 2.0545
O 1.7487 -0.9182 -2.9683
O 1.2322 -2.0520 -1.0959
O 0.2644 1.0096 -2.4291
C -0.7804 0.4642 2.0630
H -2.5169 -0.4818 -1.2616
*
```

Results of the natural (NBO) charge analysis, in e, for atoms 1 through 5:
1. H 0.22
2. C -0.12
3. C -0.19
4. H 0.48
5. H 0.20

***

# 8
Formula: C9H9NO3
Source: OMol25
Level of theory: ωB97M-V with the def2-TZVPD basis set

Output
- SMILES string: OC1=N[C@@](O)([C@H]2C=CC=CO2)C=C1
- HOMO level: -0.2925 Ha
- Maximum force: 0.0276 hartree/bohr
- DFT total energy: -17109.61839 eV

Geometry as ORCA input:
```
! wB97M-V def2-TZVPD RIJCOSX def2/J DEFGRID3
* xyz 0 1
C -2.8715 -0.2768 0.7082
N -1.2584 0.1867 -0.8670
H 2.1297 -1.7633 -0.2588
H 0.5110 -1.3901 1.5308
O 0.3422 0.6022 1.2987
H -2.6018 1.9834 -1.5896
O -3.0494 1.6304 -0.8102
C 2.1123 0.2872 -0.8245
H -3.7856 -0.1069 1.2432
H 2.9674 0.2558 -1.4822
C 1.6726 -0.7917 -0.1754
C 0.6676 1.6364 0.4991
C 0.4653 -0.6705 0.7086
C -2.3780 0.5715 -0.3731
O -0.6125 -2.0861 -0.9606
H -1.9770 -2.1034 1.4982
C -0.8540 -0.9956 -0.1305
H 1.7118 2.4239 -1.1521
C -1.9813 -1.2635 0.8326
H 0.0365 -1.8142 -1.6247
C 1.4793 1.5569 -0.5613
H 0.2410 2.5648 0.8565
*
```

Results of the natural (NBO) charge analysis, in e, for atoms 1 through 5:
1. C -0.29
2. N -0.53
3. H 0.22
4. H 0.20
5. O -0.48